1.
The following is a DFT calculation (ωB97M-V/def2-TZVPD) of one molecule with the formula C6H13N in a non-equilibrium geometry.

Results
HOMO energy ... -8.993 eV
Lowest unoccupied orbital energy ... 1.0 eV
Energy ... -7922.16460 eV
HOMO-LUMO gap ... 10.01 eV
Structure (SMILES) ... C=C[C@](C)(N)CC

ORCA input file:
```
! RIJCOSX wB97M-V def2-TZVPD def2/J DEFGRID3
* xyz 0 1
C 2.35 -1.08 0.89
C 1.27 -1.07 0.09
C 0.11 0.02 0.14
C 0.66 1.40 -0.27
N -0.43 0.08 1.48
C -0.95 -0.48 -0.84
C -2.24 0.43 -0.90
H 3.09 -1.87 0.82
H 2.50 -0.33 1.66
H 1.20 -1.86 -0.66
H 0.88 1.44 -1.34
H -0.04 2.21 -0.05
H 1.59 1.64 0.27
H 0.28 0.38 2.14
H -0.75 -0.84 1.77
H -0.54 -0.52 -1.86
H -1.28 -1.49 -0.59
H -2.52 0.59 -1.94
H -2.11 1.41 -0.43
H -3.07 -0.07 -0.39
*
```

***

2.
The following is a DFT calculation (ωB97M-V/def2-TZVPD) of one molecule with the formula C3H11N3 in a non-equilibrium geometry.

Results
HOMO energy ... -8.417 eV
Lowest unoccupied orbital energy ... 1.1 eV
Energy ... -7757.25287 eV
HOMO-LUMO gap ... 9.50 eV
Structure (SMILES) ... C[C@H](N)CNN

ORCA input file:
```
! RIJCOSX wB97M-V def2-TZVPD def2/J DEFGRID3
* xyz 0 1
C -1.27 -0.99 -0.03
C -0.18 -0.33 -0.84
N 0.46 -1.14 -1.84
C 1.03 0.18 0.26
N 0.42 0.68 1.48
N -0.25 1.90 1.26
H -1.38 -0.48 0.93
H -1.02 -2.03 0.21
H -2.22 -0.94 -0.55
H -0.54 0.59 -1.31
H -0.05 -1.14 -2.72
H 0.58 -2.10 -1.53
H 1.60 0.91 -0.33
H 1.54 -0.76 0.44
H 1.53 0.79 1.68
H 0.28 2.59 0.74
H -0.52 2.29 2.16
*
```

***

3.
The following is a DFT calculation (ωB97M-V/def2-TZVPD) of a 2-piece molecular cluster, CH4S overall in a non-equilibrium geometry.

Results
HOMO energy ... -8.951 eV
Lowest unoccupied orbital energy ... -1.7 eV
Energy ... -11933.49185 eV
HOMO-LUMO gap ... 7.22 eV

ORCA input file:
```
! RIJCOSX wB97M-V def2-TZVPD def2/J DEFGRID3
* xyz 0 1
C -0.53 0.48 0.53
S 1.68 -0.82 -0.76
H -1.02 0.56 -0.43
H -0.04 1.34 1.09
H -0.87 -0.28 1.05
H 0.77 -1.28 -1.48
*
```